Record 1
Entry from OMol25: 15 unconnected molecules or ions with the total composition C64H152N6O15 at a distorted geometry (ωB97M-V with the def2-TZVPD basis set).

Structure (ORCA input):
```
! wB97M-V def2-TZVPD RIJCOSX def2/J DEFGRID3
* xyz 0 1
O 2.49701 2.16501 -5.65344
H 2.08596 2.50156 -4.85720
H 2.68083 2.94510 -6.17677
O 1.39300 3.65136 -3.67213
H 1.44384 3.56606 -2.72010
H 0.57590 4.12516 -3.82734
O 1.75478 3.79434 -0.75627
H 1.71322 4.36831 0.00862
H 1.44013 2.94799 -0.43860
O -0.07960 1.60165 -6.44477
H 0.84866 1.66626 -6.22028
H -0.29239 2.45055 -6.83250
C 1.39857 3.16812 3.77771
C 2.91191 3.16322 3.55422
C 3.14392 3.72963 2.12045
C 4.54169 4.18155 1.89277
C 4.83472 5.30663 2.90693
C 4.84429 4.75847 4.33114
N 3.55968 4.07724 4.53650
O 3.34630 3.68074 5.84893
C 6.10499 3.86275 4.51678
C 4.94354 6.01569 5.31178
C 3.35158 1.65786 3.66803
H 0.76223 2.64130 3.06664
H 1.00342 4.18359 3.80570
H 1.21575 2.56948 4.67007
H 2.79165 2.97466 1.41758
H 2.55544 4.61126 1.86648
H 4.69740 4.53082 0.87205
H 5.17017 3.29101 1.90033
H 4.13196 6.13952 2.88438
H 5.74545 5.80487 2.57464
H 6.94399 4.46900 4.17524
H 6.32103 3.48848 5.51746
H 6.01375 3.03523 3.81323
H 5.72257 6.69768 4.97103
H 4.09717 6.68404 5.15347
H 5.20513 5.70309 6.32269
H 4.43296 1.52683 3.62854
H 2.87297 1.00867 2.93483
H 3.05947 1.29117 4.65206
H 2.75400 4.36531 6.16854
C -6.72547 5.85961 4.03727
C -5.30665 5.44687 3.53602
C -5.28146 3.87133 3.58858
C -4.00443 3.35873 2.92800
C -3.84586 3.89385 1.52208
C -3.92836 5.50614 1.40758
N -5.12395 5.92183 2.14491
O -5.50139 7.27708 2.02424
C -2.64189 6.11695 1.94976
C -4.00089 5.88166 -0.14148
C -4.36086 6.04390 4.55951
H -7.00844 5.40082 4.98465
H -7.47898 5.51283 3.33012
H -6.84622 6.90933 4.30486
H -5.46527 3.30683 4.50273
H -6.05736 3.40238 2.98346
H -3.95583 2.27004 2.94982
H -3.14986 3.72989 3.49373
H -4.40395 3.34564 0.76305
H -2.81715 3.64538 1.26116
H -2.16728 5.45563 2.67467
H -1.84694 6.18638 1.20725
H -2.69227 7.11795 2.37818
H -3.83853 6.95807 -0.19707
H -3.27462 5.36751 -0.77099
H -4.96194 5.76447 -0.64224
H -3.40401 5.52487 4.50342
H -4.63635 5.76850 5.57752
H -4.23572 7.12269 4.46654
H -4.73908 7.76396 2.34586
C 0.74848 -1.20997 -0.36988
C 1.13808 0.21618 -0.86803
C 1.37426 0.19552 -2.42421
C 0.10128 0.07297 -3.22361
C -0.79836 1.22415 -2.85867
C -1.16271 1.43358 -1.33529
N 0.07697 1.18331 -0.48680
O -0.09729 1.30093 0.89365
C -1.57092 2.92779 -1.26435
C -2.28294 0.44169 -1.09978
C 2.53614 0.40782 -0.24949
H 1.52576 -1.93554 -0.60963
H -0.17721 -1.50477 -0.86414
H 0.61819 -1.24849 0.71163
H 1.95945 1.06308 -2.72918
H 1.82358 -0.78803 -2.56142
H -0.42427 -0.81202 -2.86488
H 0.20379 -0.07071 -4.29923
H -1.69327 1.02283 -3.44748
H -0.30130 2.04842 -3.37014
H -1.64015 3.29420 -0.24012
H -0.95888 3.65539 -1.79737
H -2.52240 3.06756 -1.77741
H -2.38427 0.25729 -0.03027
H -3.23925 0.79549 -1.48498
H -2.26935 -0.55729 -1.53560
H 3.10462 1.17113 -0.78078
H 3.15604 -0.47951 -0.37787
H 2.54723 0.57188 0.82804
H -0.60991 0.53009 1.14791
C 3.00757 -6.16637 -2.05919
C 2.03627 -6.37373 -3.25563
C 1.53478 -7.86922 -3.35904
C 0.45926 -8.26014 -2.31672
C -0.70927 -7.19012 -2.35146
C -0.25220 -5.66317 -2.37146
N 0.83818 -5.44845 -3.37087
O 1.18328 -4.09562 -3.47194
C -1.43172 -4.88234 -2.82468
C 0.20548 -5.31032 -0.97803
C 2.89600 -6.19725 -4.52418
H 4.01836 -6.55370 -2.18720
H 2.70392 -6.60759 -1.10986
H 3.16027 -5.10261 -1.87703
H 1.00786 -7.92986 -4.31129
H 2.40090 -8.52254 -3.46441
H 0.86341 -8.32023 -1.30620
H 0.15921 -9.29054 -2.50740
H -1.19229 -7.43093 -1.40447
H -1.45616 -7.37353 -3.12387
H -1.31341 -3.81756 -2.62379
H -1.40430 -4.95827 -3.91169
H -2.38911 -5.30903 -2.52565
H -0.68452 -5.13642 -0.37324
H 0.90029 -5.94828 -0.43180
H 0.60534 -4.29837 -1.04244
H 2.42619 -6.50139 -5.45953
H 3.79085 -6.81061 -4.41863
H 3.30141 -5.19755 -4.68014
H 0.67680 -3.90634 -4.26519
C 7.77917 -1.53623 0.36489
C 6.48722 -2.09105 0.93737
C 5.52692 -2.23095 -0.27694
C 4.25231 -3.08207 0.07901
C 4.81239 -4.42496 0.53152
C 5.89972 -4.49115 1.66793
N 6.86061 -3.44281 1.51652
O 7.78209 -3.32667 2.60774
C 5.22024 -4.38960 3.07189
C 6.73962 -5.78400 1.56213
C 5.89333 -1.21585 2.02558
H 7.46512 -0.68210 -0.23507
H 8.18580 -2.36362 -0.21661
H 8.49440 -1.24107 1.13265
H 5.29141 -1.30064 -0.79381
H 6.13068 -2.77740 -1.00147
H 3.69856 -3.24037 -0.84642
H 3.66621 -2.59539 0.85858
H 5.17967 -4.93214 -0.36065
H 3.99776 -5.05793 0.88340
H 5.92946 -4.45086 3.89732
H 4.61335 -3.48494 3.10916
H 4.60080 -5.27517 3.21386
H 7.61069 -5.61789 2.19598
H 6.19876 -6.65292 1.93701
H 7.24866 -5.99788 0.62233
H 5.71530 -0.19685 1.68195
H 6.59344 -1.25363 2.86016
H 4.91003 -1.55374 2.35273
H 8.58179 -3.51882 2.11260
C -3.58209 -2.61774 0.04019
C -4.60868 -3.32037 0.95427
C -3.71811 -4.03081 1.95799
C -4.48229 -4.57166 3.18709
C -5.45428 -3.53629 3.76976
C -6.42725 -2.95729 2.73369
N -5.64294 -2.44134 1.56693
O -6.39615 -1.74483 0.67025
C -7.44600 -4.08395 2.43174
C -7.08999 -1.75876 3.47103
C -5.29821 -4.39184 0.06844
H -4.13707 -2.18889 -0.79419
H -2.82816 -3.29679 -0.35803
H -2.98615 -1.83219 0.50480
H -3.41210 -4.98396 1.52675
H -2.81827 -3.51398 2.29156
H -3.87581 -4.86232 4.04488
H -5.00544 -5.48241 2.89560
H -4.91157 -2.72427 4.25369
H -5.90462 -3.98140 4.65699
H -8.11644 -3.99318 3.28636
H -7.99208 -3.66294 1.58756
H -7.09100 -5.10603 2.29976
H -7.99740 -1.43815 2.95925
H -7.27685 -2.02625 4.51105
H -6.47320 -0.86332 3.54751
H -4.63652 -4.91078 -0.62507
H -6.16029 -3.99183 -0.46536
H -5.62240 -5.21043 0.71102
H -7.04092 -2.35325 0.30186
C 4.97152 -1.42238 -4.58792
C 4.49359 -0.08563 -4.22708
O 4.82611 0.74220 -5.33383
H 6.03927 -1.34893 -4.79442
H 4.38842 -1.88564 -5.38384
H 4.84227 -2.12915 -3.76825
H 4.95192 0.20787 -3.28267
H 3.43346 -0.16952 -3.98797
H 4.02106 1.20374 -5.57975
C -3.75891 -1.72724 -4.54696
C -4.61758 -2.51891 -3.53787
O -5.48120 -1.56977 -3.04706
H -3.17979 -0.89008 -4.15724
H -4.39154 -1.29799 -5.32390
H -3.08977 -2.43657 -5.03399
H -4.05549 -3.08652 -2.79626
H -5.23627 -3.25952 -4.04465
H -5.87236 -1.22782 -3.85432
C 0.50316 7.10935 -3.58243
C -0.80813 6.42533 -3.18185
O -0.91895 5.23981 -3.95553
H 0.64478 8.07175 -3.09068
H 0.63089 7.37017 -4.63303
H 1.31094 6.42575 -3.32112
H -1.69540 7.03247 -3.36139
H -0.72166 6.10100 -2.14481
H -1.79601 5.15440 -4.33641
C -4.39435 2.43209 -4.02595
C -4.37408 3.77687 -4.51693
O -4.96199 4.71722 -3.72902
H -5.16235 1.77892 -4.44024
H -4.60348 2.45167 -2.95638
H -3.43034 1.94846 -4.18372
H -4.74859 3.72743 -5.53937
H -3.34160 4.07928 -4.69195
H -5.54841 5.30972 -4.20511
C 0.72139 -1.41710 3.54245
C -0.84203 -1.49562 3.43034
O -1.29904 -0.76615 2.34522
H 0.94134 -0.35912 3.68527
H 1.25807 -1.67801 2.63032
H 1.17166 -2.04200 4.31374
H -1.31901 -1.00332 4.27784
H -1.13977 -2.54401 3.41278
H -2.25702 -0.79385 2.40097
*
```

Computed properties:
Kohn-Sham gap = 8.44 eV
M = 1245.95 g mol⁻¹
total energy = -108474.6299 eV
HOMO energy = -0.2955 hartree
LUMO = 0.0146 Eh



Record 2
Entry from OMol25: a molecular structure, C11H12AsN7OReS8 (ωB97M-V with the def2-TZVPD basis set).

Structure (ORCA input):
```
! wB97M-V def2-TZVPD RIJCOSX def2/J DEFGRID3
* xyz 1 1
Re -0.86935 0.95444 1.41707
O 5.07230 -2.76347 3.16386
C 4.07321 -2.13793 3.24045
S 3.44911 -1.10528 1.88426
C 2.01615 -0.64024 2.73714
C 1.84244 -1.07921 4.00030
S 0.62326 -0.03128 4.68824
S 2.99400 -2.15610 4.69017
S 0.97653 0.81330 2.73023
S -2.47099 -3.87130 2.86800
As -3.95981 -3.19591 1.38830
S -3.72090 -0.91775 1.44883
S -1.93915 -0.61073 2.49562
S -1.93456 -3.90114 0.82468
N -1.43083 6.77190 -0.52338
C -1.78558 5.96506 0.21596
N -2.18622 5.05047 1.09998
C -1.91050 3.85987 1.12080
N -1.70798 2.68383 1.24440
C 0.74807 1.22880 -1.08991
N 1.09169 0.79947 -2.41638
C 1.68604 -0.54092 -2.35899
N 0.74071 -1.51006 -1.79469
C 0.39749 -1.11255 -0.46105
N -0.24460 0.27023 -0.44555
C -1.45931 0.19422 -1.36829
N -1.08471 -0.21206 -2.69275
C -0.11993 0.74342 -3.24215
C -0.46363 -1.53677 -2.62876
H 0.28169 2.21632 -1.12058
H 1.63493 1.25961 -0.45323
H 2.58757 -0.51341 -1.74548
H 1.95857 -0.85004 -3.36662
H 1.29100 -1.05721 0.15339
H -0.31522 -1.80241 -0.00893
H -1.91759 1.18621 -1.38633
H -2.15344 -0.51578 -0.92159
H -0.57404 1.73368 -3.28809
H 0.15261 0.43682 -4.25052
H -0.19393 -1.85375 -3.63500
H -1.17508 -2.25236 -2.21341
*
```

Computed properties:
Kohn-Sham gap = 6.87 eV
M = 775.93 g mol⁻¹
total energy = -173722.1736 eV
HOMO energy = -0.4304 hartree
relative energy (zero: lowest compared OMol25 entry of this formula, charge and spin) = 7.5 kcal/mol
LUMO = -0.1781 Eh



Record 3
Entry from OMol25: a single C6H9F molecule at a distorted geometry (ωB97M-V with the def2-TZVPD basis set).

Structure (ORCA input):
```
! wB97M-V def2-TZVPD RIJCOSX def2/J DEFGRID3
* xyz 0 1
C 0.97331 0.46211 0.62078
C -0.90494 1.42918 -0.35783
C 0.44429 1.77979 0.15175
C -0.09457 -0.69752 0.48874
C -1.32601 0.03205 -0.07268
C 0.31885 -1.87115 -0.41501
F -2.57608 -0.26416 0.41985
H 1.93678 0.25968 0.04205
H 1.48447 0.68509 1.64938
H -1.74990 2.11403 -0.45867
H -0.42051 1.26663 -1.35862
H 0.89675 2.61242 -0.43034
H -0.42910 -1.09231 1.37795
H -0.20723 -2.75000 -0.07920
H 1.34151 -2.24936 -0.10612
H 0.31239 -1.71649 -1.47204
*
```

Computed properties:
Kohn-Sham gap (alpha / beta) = 8.41 / 8.10 eV
M = 100.14 g mol⁻¹
total energy = -9080.6105 eV
HOMO energy (alpha / beta) = -0.2811 / -0.2718 hartree
relative energy (zero: lowest compared OMol25 entry of this formula, charge and spin) = 94.2 kcal/mol
LUMO (alpha / beta) = 0.0278 / 0.0260 Eh